Entry 1:
{"formula": "C37H26BaFN5P2S2Se2", "method": "ωB97M-V/def2-TZVPD", "elements": ["Ba", "Se", "P", "C", "C", "C", "C", "C", "C", "C", "C", "C", "C", "C", "C", "C", "C", "N", "N", "N", "P", "Se", "C", "C", "C", "C", "C", "C", "C", "C", "C", "C", "C", "C", "H", "H", "H", "H", "H", "H", "H", "H", "H", "H", "H", "H", "H", "H", "H", "H", "H", "H", "H", "H", "S", "C", "S", "C", "C", "N", "C", "N", "F", "C", "C", "C", "C", "C", "C", "C", "H", "H", "H", "H", "H", "H"], "xyz": [[0.01, -0.77, 0.65], [6.69, 3.64, -2.26], [6.36, 2.49, -0.51], [7.53, 1.10, -0.34], [8.54, 0.96, -1.28], [9.47, -0.07, -1.15], [9.39, -0.94, -0.07], [8.38, -0.79, 0.87], [7.44, 0.22, 0.73], [6.70, 3.56, 0.93], [7.63, 3.24, 1.92], [7.88, 4.14, 2.95], [7.22, 5.35, 3.00], [6.33, 5.69, 1.99], [6.08, 4.80, 0.96], [4.76, 1.68, -0.34], [3.40, 1.99, -0.13], [2.74, 0.81, -0.16], [3.61, -0.16, -0.35], [4.82, 0.33, -0.45], [2.39, 3.44, 0.10], [0.31, 3.20, -0.15], [2.70, 4.00, 1.80], [2.11, 5.18, 2.26], [2.21, 5.52, 3.60], [2.86, 4.68, 4.49], [3.42, 3.50, 4.04], [3.35, 3.16, 2.70], [2.97, 4.64, -1.13], [2.99, 4.16, -2.44], [3.27, 5.01, -3.49], [3.55, 6.35, -3.24], [3.53, 6.83, -1.94], [3.23, 5.98, -0.89], [8.58, 1.65, -2.12], [10.25, -0.18, -1.89], [10.11, -1.74, 0.03], [8.31, -1.48, 1.70], [6.64, 0.31, 1.45], [8.16, 2.30, 1.89], [8.61, 3.88, 3.71], [7.40, 6.04, 3.82], [5.82, 6.65, 2.01], [5.42, 5.07, 0.15], [1.55, 5.79, 1.57], [1.74, 6.44, 3.95], [2.90, 4.94, 5.54], [3.91, 2.83, 4.74], [3.80, 2.24, 2.35], [2.77, 3.12, -2.63], [3.29, 4.63, -4.51], [3.79, 7.02, -4.06], [3.74, 7.87, -1.75], [3.22, 6.36, 0.13], [-2.87, -0.36, 1.17], [-2.58, -0.75, 2.83], [-0.99, -1.03, 3.44], [-3.68, -0.84, 3.69], [-5.01, -0.63, 3.25], [-6.11, -0.47, 2.95], [-3.56, -1.15, 5.07], [-3.54, -1.41, 6.20], [4.88, -4.72, 2.67], [3.75, -4.46, 1.93], [3.87, -4.07, 0.61], [2.73, -3.80, -0.13], [1.44, -3.89, 0.43], [0.26, -3.51, -0.31], [1.37, -4.31, 1.78], [2.51, -4.58, 2.52], [4.86, -3.97, 0.17], [2.84, -3.47, -1.16], [-0.67, -3.95, 0.05], [0.36, -3.57, -1.39], [0.40, -4.41, 2.25], [2.44, -4.89, 3.56]], "homo_energy_ev": -1.51, "de_lowest_kj_mol": 17.70, "total_charge": -2, "gap_ev": 4.95}

---

Entry 2:
{"formula": "C37H42BF7N6O3S", "method": "ωB97M-V/def2-TZVPD", "elements": ["C", "N", "C", "C", "C", "C", "C", "C", "C", "C", "N", "C", "C", "C", "H", "H", "H", "H", "H", "H", "H", "H", "H", "H", "H", "H", "H", "H", "C", "N", "C", "C", "C", "C", "C", "C", "C", "C", "N", "C", "C", "C", "H", "H", "H", "H", "H", "H", "H", "H", "H", "H", "H", "H", "H", "H", "C", "N", "C", "C", "C", "C", "C", "C", "C", "C", "N", "C", "C", "C", "H", "H", "H", "H", "H", "H", "H", "H", "H", "H", "H", "H", "H", "H", "B", "F", "F", "F", "F", "C", "F", "F", "F", "S", "O", "O", "O"], "xyz": [[-8.19, -17.45, 25.58], [-8.53, -16.94, 24.16], [-8.93, -17.91, 23.30], [-9.29, -17.54, 22.02], [-9.37, -16.19, 21.65], [-8.85, -15.30, 22.54], [-8.50, -15.66, 23.85], [-10.16, -15.81, 20.48], [-9.68, -14.93, 19.48], [-10.59, -14.46, 18.54], [-11.87, -14.95, 18.56], [-12.28, -15.75, 19.48], [-11.46, -16.23, 20.52], [-12.84, -14.30, 17.61], [-9.13, -17.88, 26.00], [-7.88, -16.64, 26.23], [-7.39, -18.18, 25.61], [-8.81, -18.90, 23.71], [-9.59, -18.32, 21.34], [-8.90, -14.24, 22.25], [-8.32, -14.97, 24.63], [-8.67, -14.55, 19.35], [-10.31, -13.71, 17.75], [-13.38, -15.99, 19.57], [-11.87, -16.71, 21.41], [-13.17, -13.39, 18.02], [-13.73, -14.91, 17.54], [-12.39, -14.15, 16.64], [-11.00, -2.53, 8.60], [-10.36, -3.76, 9.06], [-10.36, -4.85, 8.32], [-9.95, -6.07, 8.81], [-9.55, -6.25, 10.09], [-9.49, -5.05, 10.86], [-9.95, -3.87, 10.32], [-9.23, -7.57, 10.62], [-8.29, -8.36, 9.91], [-8.00, -9.60, 10.34], [-8.56, -10.06, 11.54], [-9.48, -9.34, 12.22], [-9.81, -8.04, 11.79], [-8.05, -11.32, 12.01], [-12.03, -2.48, 9.11], [-11.04, -2.60, 7.54], [-10.42, -1.69, 8.96], [-10.75, -4.68, 7.28], [-9.82, -6.88, 8.10], [-9.16, -5.06, 11.90], [-9.99, -2.92, 10.87], [-7.85, -7.95, 8.99], [-7.24, -10.22, 10.00], [-9.83, -9.76, 13.13], [-10.39, -7.46, 12.49], [-8.08, -12.06, 11.17], [-8.75, -11.62, 12.83], [-7.12, -11.36, 12.47], [-15.67, -18.17, 13.69], [-15.69, -19.34, 14.60], [-16.83, -19.63, 15.25], [-16.97, -20.78, 15.96], [-15.85, -21.65, 16.03], [-14.65, -21.21, 15.52], [-14.59, -20.04, 14.75], [-15.96, -22.94, 16.66], [-15.04, -23.27, 17.64], [-15.26, -24.50, 18.29], [-16.40, -25.15, 18.02], [-17.29, -24.81, 17.04], [-17.06, -23.67, 16.37], [-16.74, -26.41, 18.81], [-15.28, -18.39, 12.66], [-15.17, -17.28, 14.11], [-16.71, -17.90, 13.55], [-17.61, -18.93, 15.15], [-17.91, -21.12, 16.33], [-13.68, -21.72, 15.65], [-13.71, -19.80, 14.25], [-14.10, -22.72, 17.83], [-14.48, -24.85, 19.00], [-18.17, -25.47, 17.07], [-17.78, -23.42, 15.61], [-16.40, -26.34, 19.82], [-16.29, -27.30, 18.35], [-17.83, -26.39, 18.73], [-10.69, -12.02, 15.26], [-10.30, -12.45, 16.55], [-11.97, -11.58, 15.31], [-9.87, -10.95, 14.90], [-10.53, -13.09, 14.39], [-11.40, -19.11, 18.43], [-10.72, -20.04, 17.75], [-11.11, -19.16, 19.73], [-10.97, -17.92, 17.97], [-13.24, -19.31, 18.21], [-13.44, -18.87, 16.79], [-13.50, -20.70, 18.41], [-13.70, -18.30, 19.13]], "homo_energy_ev": -16.22, "total_charge": 4, "gap_ev": 7.32}

---

Entry 3:
{"formula": "C3H5NO2S", "method": "ωB97M-V/def2-TZVPD", "elements": ["C", "C", "C", "N", "O", "O", "S", "H", "H", "H", "H", "H"], "xyz": [[0.68, 0.47, 0.05], [-1.80, 0.79, -0.41], [2.21, 0.19, -0.34], [2.64, -1.03, -0.22], [0.63, 0.92, 1.18], [-0.46, 0.26, -0.79], [-2.89, -0.60, 0.19], [-1.56, 1.53, 0.44], [-2.33, 1.19, -1.24], [2.12, -1.83, 0.01], [3.55, -1.21, -0.42], [-2.80, -0.69, 1.55]], "homo_energy_ev": -8.98, "de_lowest_kj_mol": 317.07, "total_charge": 0, "gap_ev": 9.69}

---

Which formula does entry 2 have? C37H42BF7N6O3S